Formula: C10H20N2
Source: the OMol25 dataset
Level of theory: wB97M-V/def2-TZVPD

Element x y z (Å)
C -0.9906 2.5925 -0.9984
N -1.5943 1.4793 -0.2990
C -0.8054 0.2616 -0.3235
C -1.6627 -0.9733 0.0119
C -2.8312 -1.0481 -0.9707
C -2.2062 -0.8832 1.4403
C -0.7886 -2.2234 -0.1135
H -0.9059 2.3357 -2.0548
H -1.6429 3.4593 -0.9055
H 0.0090 2.8649 -0.6266
H -1.7890 1.7459 0.6603
H 0.0652 0.3034 0.3548
H -0.4207 0.1441 -1.3414
H -2.4696 -1.1919 -1.9857
H -3.3961 -0.1202 -0.9369
H -3.4918 -1.8740 -0.7173
H -1.4040 -0.6793 2.1483
H -2.9522 -0.0965 1.5195
H -2.6745 -1.8249 1.7208
H -1.3942 -3.1195 0.0025
H -0.0173 -2.2298 0.6545
H -0.3005 -2.2616 -1.0845
C 2.6618 1.4825 -0.1395
C 3.2787 0.3366 0.1393
C 3.8917 0.0023 1.4659
C 3.3886 -0.6670 -0.8554
N 3.4855 -1.4875 -1.6495
H 2.2413 1.6800 -1.1107
H 2.5662 2.2560 0.6049
H 4.9624 -0.1676 1.3517
H 3.4527 -0.9113 1.8669
H 3.7347 0.8148 2.1712

Forces on atoms 1 to 2 (eV/Å):
0.0 0.0 0.1
-0.1 0.1 0.3

Its orbital gap is 9.32 eV. For the LUMO energy, the calculation gives 0.54 eV. The SMILES is CNCC(C)(C)C.C=C(C)C#N.